{
  "formula": "C31H45BrHgN2P2",
  "method": "ωB97M-V/def2-TZVPD",
  "fmax_ev_per_a": 2.6,
  "homo_lumo_gap_ev": [4.631, 4.287],
  "homo_energy_ha": [-0.4813, -0.4875],
  "de_lowest_ev": 0.000,
  "charge": 2,
  "symbols": ["C", "C", "C", "C", "N", "C", "C", "C", "C", "C", "C", "C", "C", "C", "Hg", "P", "H", "H", "H", "H", "H", "H", "H", "H", "C", "C", "H", "H", "H", "H", "H", "C", "C", "H", "H", "H", "H", "H", "C", "C", "H", "H", "H", "H", "H", "Br", "P", "C", "C", "H", "H", "H", "H", "H", "C", "C", "H", "H", "H", "H", "H", "C", "C", "H", "H", "H", "H", "H", "C", "C", "C", "C", "N", "C", "C", "H", "H", "H", "H", "H", "H", "H"],
  "coordinates": [[-8.0889, -5.1910, -0.8782], [-7.1853, -4.8243, -1.8980], [-7.4735, -5.2923, -3.1966], [-8.6146, -6.0828, -3.3993], [-9.4510, -6.4194, -2.4277], [-9.1979, -5.9852, -1.2015], [-6.0157, -4.0250, -1.6346], [-5.0625, -3.3355, -1.3434], [-3.8338, -2.7460, -1.0791], [-3.8206, -1.6190, -0.2465], [-2.5855, -0.9895, -0.0081], [-1.4817, -1.5568, -0.6676], [-1.4467, -2.7479, -1.3936], [-2.6856, -3.3479, -1.6448], [0.0586, -0.3280, -1.4393], [-0.8592, 1.9717, -1.5846], [-6.8312, -5.0669, -4.0395], [-7.9446, -4.8842, 0.1502], [-8.8485, -6.4545, -4.3917], [-9.9013, -6.2785, -0.4292], [-2.7817, -4.2712, -2.2312], [-4.7487, -1.2631, 0.2229], [-0.5063, -3.1284, -1.8424], [-2.5167, -0.0761, 0.6023], [0.5465, 3.1293, -1.7299], [0.3920, 4.1864, -2.8197], [1.4467, 2.5176, -1.9135], [0.6935, 3.6126, -0.7474], [1.2760, 4.8327, -2.7867], [0.3483, 3.7398, -3.8195], [-0.4900, 4.8239, -2.6770], [-1.6307, 1.6049, -3.2142], [-3.1184, 1.8980, -3.3316], [-1.4905, 0.5185, -3.3612], [-1.0495, 2.0854, -4.0139], [-3.4724, 1.5043, -4.2923], [-3.6963, 1.3983, -2.5402], [-3.3348, 2.9737, -3.3173], [-2.0571, 2.6766, -0.4245], [-2.3670, 4.1536, -0.6663], [-1.6581, 2.5417, 0.5935], [-2.9768, 2.0753, -0.4752], [-3.1659, 4.4574, 0.0177], [-1.5003, 4.7898, -0.4591], [-2.7160, 4.3644, -1.6841], [2.4579, -0.3880, -0.6029], [1.3529, -1.7990, -5.1381], [0.6281, -0.1275, -5.2301], [1.3221, 0.7381, -6.2997], [0.7338, 0.3127, -4.2212], [-0.4384, -0.2637, -5.4891], [0.7092, 1.6239, -6.5125], [2.3090, 1.0839, -5.9611], [1.4681, 0.1952, -7.2459], [2.4129, -1.9212, -3.6678], [3.6267, -2.8444, -3.9085], [1.7920, -2.2836, -2.8278], [2.7646, -0.8948, -3.4536], [4.3737, -2.6510, -3.1275], [3.3539, -3.9093, -3.8699], [4.0885, -2.6526, -4.8887], [-0.0368, -2.9593, -4.8972], [-0.5784, -3.5103, -6.2245], [-0.8101, -2.4098, -4.3374], [0.3749, -3.7806, -4.2868], [-1.2204, -4.3694, -6.0099], [-1.1831, -2.7726, -6.7636], [0.2225, -3.8492, -6.8933], [-0.5765, 0.5262, 6.3654], [-0.5290, 0.4261, 4.8757], [-0.0900, 1.5180, 4.1251], [-0.0670, 1.3995, 2.7294], [-0.4983, 0.3068, 2.1005], [-0.8665, -0.7566, 2.8114], [-0.9248, -0.7317, 4.2097], [0.4155, 0.7113, 6.7935], [-1.2285, 1.3511, 6.6751], [-0.9624, -0.4069, 6.7762], [0.2142, 2.4412, 4.6091], [0.3140, 2.2206, 2.1086], [-1.1408, -1.6610, 2.2670], [-1.2829, -1.5917, 4.7566]],
  "forces_ev_per_a": [[0.0, -0.1, -0.3], [-0.7, -0.5, -0.3], [-0.2, -0.2, 0.3], [0.7, 0.5, 0.2], [-0.2, -0.1, -0.1], [0.7, 0.4, 0.1], [-0.1, 0.2, 0.3], [-1.7, -1.6, -0.7], [0.5, -0.1, 0.0], [1.3, 0.6, 0.3], [-0.4, -0.4, -0.3], [-1.2, -0.5, 0.1], [-0.1, -0.2, -0.2], [0.3, 0.5, 0.3], [1.5, 1.1, 1.8], [0.4, -0.2, 0.0], [0.0, 0.1, 0.1], [0.1, 0.1, -0.1], [0.0, 0.0, 0.1], [0.1, 0.0, 0.0], [0.0, 0.5, 0.2], [0.5, -0.1, -0.4], [-0.7, 0.0, 0.6], [0.2, -0.6, -0.3], [0.2, 0.1, -0.1], [0.2, 0.4, -0.1], [-0.3, 0.2, 0.1], [-0.1, -0.3, -0.3], [-0.2, 0.0, -0.1], [0.0, 0.1, 0.2], [0.2, -0.2, -0.1], [0.0, 0.0, -0.4], [-0.4, 0.1, -0.3], [-0.2, 0.5, 0.0], [-0.2, 0.1, 0.2], [0.0, 0.1, 0.2], [0.2, 0.2, -0.2], [0.0, -0.3, 0.1], [-0.3, -0.1, 0.3], [-0.2, 0.3, 0.0], [0.0, -0.1, -0.3], [0.3, 0.1, 0.0], [0.1, 0.0, -0.1], [-0.1, -0.1, -0.1], [0.1, -0.1, 0.2], [-0.3, -0.2, -0.4], [-1.1, 0.1, 1.5], [0.1, 0.0, -0.8], [0.2, 0.4, -0.1], [-0.1, -0.2, -0.3], [0.4, 0.1, 0.2], [0.2, -0.2, 0.1], [-0.3, -0.1, -0.1], [-0.2, 0.2, 0.3], [0.8, 0.2, -0.6], [0.2, -0.2, 0.1], [0.2, 0.2, -0.3], [-0.2, -0.5, 0.0], [-0.2, -0.1, -0.2], [0.0, 0.4, 0.0], [-0.1, 0.0, 0.4], [0.6, -0.5, -0.6], [-0.3, -0.2, -0.1], [0.2, -0.1, 0.0], [-0.2, 0.3, -0.1], [0.1, 0.1, -0.1], [0.2, -0.1, 0.1], [-0.2, 0.0, 0.2], [-0.1, -0.1, 0.3], [0.0, 0.3, 0.0], [0.0, -0.3, -0.9], [-0.2, 0.2, 0.9], [0.4, -0.2, -0.9], [-0.2, 0.3, 0.9], [0.2, 0.2, -0.7], [-0.2, 0.0, -0.1], [0.1, -0.2, 0.0], [0.0, 0.1, 0.2], [0.1, -0.1, -0.1], [-0.2, -0.3, 0.2], [0.0, 0.2, 0.1], [0.1, -0.1, 0.0]]
}